(1)
{"formula": "C30H53NO11S4", "method": "ωB97M-V/def2-TZVPD", "elements": ["N", "C", "C", "C", "C", "C", "C", "C", "O", "C", "C", "C", "C", "C", "C", "O", "C", "O", "H", "H", "H", "H", "H", "H", "H", "H", "H", "H", "H", "H", "H", "H", "H", "H", "H", "H", "H", "H", "H", "C", "C", "C", "S", "O", "O", "C", "H", "H", "H", "H", "H", "H", "H", "H", "C", "C", "C", "S", "O", "O", "C", "H", "H", "H", "H", "H", "H", "H", "H", "C", "C", "C", "S", "O", "O", "C", "H", "H", "H", "H", "H", "H", "H", "H", "C", "C", "C", "S", "O", "O", "C", "H", "H", "H", "H", "H", "H", "H", "H"], "coordinates": [[0.87791, -1.76086, 1.41290], [-0.26980, -0.83718, 1.69078], [-1.60616, -1.34978, 1.07643], [-1.50349, -1.25547, -0.49496], [-2.73053, -0.58840, -1.19922], [-2.75843, 0.95965, -1.16453], [-3.47407, 1.60649, -2.08597], [-3.44792, 3.15029, -2.06487], [-4.40195, 3.81843, -2.28153], [-2.07624, 3.74722, -1.68733], [-1.34877, 3.11252, -0.77191], [0.04703, 3.57798, -0.34162], [1.12115, 2.99355, -1.33576], [1.28148, 1.45027, -1.22145], [1.84202, 0.77980, -2.54508], [2.81376, -0.20042, -2.24812], [-2.01860, 1.85331, -0.15913], [-1.96326, 1.68098, 1.01469], [1.24286, -1.46612, 0.50208], [1.60394, -1.43075, 2.05904], [0.01746, 0.13897, 1.23198], [-0.38894, -0.66870, 2.76985], [-1.80736, -2.40605, 1.34378], [-2.46366, -0.72129, 1.39899], [-0.54823, -0.80161, -0.82299], [-1.48644, -2.30613, -0.87109], [-2.64006, -0.86208, -2.27747], [-3.69789, -1.03451, -0.87806], [-4.04054, 1.06064, -2.85420], [-1.68121, 4.65905, -2.16095], [0.30934, 3.28933, 0.69327], [0.09491, 4.68384, -0.44666], [0.73810, 3.19293, -2.36442], [2.11427, 3.46840, -1.20556], [1.84846, 1.10806, -0.33193], [0.25149, 1.03415, -1.10425], [2.22460, 1.59598, -3.18772], [0.99096, 0.30225, -3.09105], [2.43967, -0.91178, -1.71065], [-7.07878, 6.12490, -0.10910], [-7.33456, 4.67130, -0.51867], [-8.72770, 4.28849, -0.00643], [-9.67594, 5.81005, 0.05285], [-9.98956, 6.10423, 1.42902], [-10.68992, 5.78173, -0.97153], [-8.34890, 6.88734, -0.47004], [-6.20615, 6.53947, -0.61397], [-6.90370, 6.17960, 0.96884], [-7.30723, 4.59047, -1.60773], [-6.57203, 4.00069, -0.12285], [-9.22309, 3.58311, -0.67073], [-8.68511, 3.88010, 1.00276], [-8.43327, 7.84802, 0.03436], [-8.43493, 7.02032, -1.54907], [3.42757, -0.73965, 6.93574], [3.02678, 0.73734, 7.01855], [2.84841, 1.24554, 5.58391], [2.37359, -0.17963, 4.60385], [3.42399, -0.45865, 3.65422], [0.99622, -0.04366, 4.19474], [2.47299, -1.37283, 5.92964], [3.36738, -1.23057, 7.90692], [4.45720, -0.82324, 6.57790], [2.08246, 0.82800, 7.56126], [3.76982, 1.32804, 7.55480], [2.06924, 2.00246, 5.51654], [3.78108, 1.63614, 5.17815], [2.82530, -2.32721, 5.54189], [1.47342, -1.48472, 6.35114], [1.70409, -7.45129, 0.75900], [1.73596, -5.92858, 0.58605], [0.96094, -5.31641, 1.75719], [1.11237, -6.47380, 3.11755], [-0.19197, -7.01266, 3.41401], [1.95332, -5.90204, 4.14164], [2.04562, -7.70889, 2.22216], [2.40659, -7.95013, 0.09066], [0.70165, -7.82705, 0.53725], [2.77248, -5.58174, 0.60909], [1.30979, -5.62169, -0.36947], [1.37346, -4.35461, 2.05489], [-0.09731, -5.20860, 1.52343], [1.76352, -8.70350, 2.56229], [3.10401, -7.53127, 2.41676], [6.70143, -0.66929, -5.53368], [6.44050, -2.11570, -5.96747], [5.04625, -2.50215, -5.46260], [4.10177, -0.97756, -5.37707], [3.78516, -0.70367, -3.98844], [3.08695, -0.98512, -6.40410], [5.43432, 0.10349, -5.88267], [7.57582, -0.24908, -6.03118], [6.87608, -0.63304, -4.45513], [6.46748, -2.17849, -7.05840], [7.20045, -2.79614, -5.58212], [4.54897, -3.19455, -6.13931], [5.08685, -2.92729, -4.46041], [5.35331, 1.05593, -5.36248], [5.34972, 0.25474, -6.95967]], "forces_ev_per_a": [[-0.13, 0.75, 0.36], [-0.50, 0.02, -0.35], [0.63, 0.64, -0.93], [-1.00, -1.06, 0.22], [0.89, 0.04, -0.19], [-0.24, -0.54, -0.05], [0.38, 1.06, 0.07], [2.17, -1.46, 0.33], [-1.39, 1.00, -0.57], [-0.34, -0.30, -0.29], [0.03, -0.55, 0.30], [0.40, -0.03, -0.64], [-0.34, -0.65, 0.07], [-1.03, -0.21, -0.70], [-1.06, 0.07, 1.24], [-0.95, 0.97, 2.26], [0.60, 0.71, -1.84], [-0.07, -0.54, 1.29], [-0.06, -0.35, 0.22], [-0.07, -0.37, -0.23], [-0.71, -0.36, 0.47], [0.16, -0.31, -0.59], [0.21, 0.60, 0.12], [0.66, -0.39, 0.05], [-0.57, -0.04, 0.16], [0.15, 0.72, 0.06], [-0.19, 0.34, 0.61], [0.67, 0.38, 0.17], [0.04, 0.50, 0.40], [-0.66, -0.27, 0.19], [-0.38, 0.14, -0.43], [-0.14, -0.63, 0.31], [0.45, 0.08, 0.58], [-0.61, -0.03, -0.07], [-0.06, 0.40, -0.53], [0.64, 0.27, 0.15], [0.45, -0.80, 0.21], [0.47, 0.44, 0.21], [-0.23, 0.38, -0.11], [0.03, -0.06, 0.08], [0.05, 0.01, -0.09], [0.34, -0.35, -0.04], [0.14, 0.01, -0.23], [-0.19, 0.00, -0.09], [-0.17, 0.05, 0.25], [0.39, 0.17, -0.02], [-0.03, -0.02, 0.02], [-0.02, 0.05, -0.03], [0.04, 0.00, 0.05], [-0.03, 0.01, -0.06], [-0.15, 0.09, 0.09], [-0.11, 0.11, 0.00], [-0.18, -0.05, 0.01], [-0.08, -0.02, 0.04], [0.08, 0.09, -0.02], [-0.03, -0.04, 0.11], [0.12, 0.35, 0.32], [-0.07, -0.07, 0.53], [-0.25, 0.03, -0.24], [0.42, 0.08, -0.06], [0.16, -0.22, 0.31], [0.00, 0.00, -0.05], [-0.04, -0.05, 0.01], [0.03, -0.01, -0.03], [-0.04, 0.00, -0.04], [0.01, -0.07, -0.19], [-0.05, -0.09, -0.10], [-0.10, 0.06, -0.15], [0.00, 0.02, -0.10], [-0.06, 0.05, -0.07], [0.07, -0.04, -0.04], [0.11, 0.22, -0.34], [0.19, 0.11, -0.24], [0.08, 0.05, 0.23], [-0.25, -0.09, 0.18], [0.13, -0.29, -0.29], [-0.03, -0.01, 0.03], [0.04, -0.03, 0.03], [-0.04, -0.01, 0.01], [0.01, 0.02, 0.05], [-0.20, 0.00, 0.10], [0.01, -0.03, 0.14], [-0.04, 0.09, 0.15], [-0.05, 0.03, 0.06], [0.02, -0.06, 0.07], [0.08, 0.01, -0.06], [0.33, -0.36, -0.14], [0.20, 0.08, 0.00], [1.21, -0.76, -2.99], [-0.16, 0.04, 0.24], [0.38, 0.13, -0.11], [-0.03, 0.00, 0.03], [-0.02, 0.04, -0.03], [-0.01, 0.02, 0.04], [-0.04, 0.01, -0.02], [-0.14, 0.07, 0.10], [-0.10, 0.11, 0.01], [-0.18, -0.06, 0.02], [-0.06, -0.01, 0.04]], "mulliken_charge": [-0.30, -0.26, -0.99, 0.06, -1.35, 0.90, -0.56, -0.14, -0.56, -0.29, 0.38, -1.19, -0.97, 1.39, -0.78, -0.51, 0.59, -0.57, 0.09, 0.20, 0.15, 0.44, 0.45, 0.32, -0.34, 0.45, 0.44, 0.39, 0.47, 0.48, 0.33, 0.42, 0.44, 0.41, 0.25, -1.00, 0.39, 0.27, 0.25, -0.68, -0.43, -0.66, 1.15, -0.65, -0.67, -0.70, 0.34, 0.32, 0.28, 0.22, 0.35, 0.37, 0.39, 0.35, -0.61, -0.60, -0.75, 1.21, -0.72, -0.68, -0.75, 0.35, 0.29, 0.30, 0.33, 0.36, 0.37, 0.43, 0.38, -0.61, -0.74, -0.21, 1.15, -0.66, -0.67, -0.72, 0.35, 0.30, 0.32, 0.32, 0.07, 0.30, 0.39, 0.35, -0.58, -0.59, -0.70, 1.13, -0.52, -0.75, -0.74, 0.35, 0.29, 0.29, 0.32, 0.33, 0.37, 0.38, 0.38], "homo_lumo_gap_ev": 8.81, "homo_energy_ev": -9.3, "lumo_ha": -0.016, "smiles": "NCCCCC1=CC(=O)C=C(CCCCO)C1=O.O=S1(=O)CCCC1.O=S1(=O)CCCC1.O=S1(=O)CCCC1.O=S1(=O)CCCC1"}



(2)
{"formula": "C30H31AgF7N3OPSi", "method": "ωB97M-V/def2-TZVPD", "elements": ["Ag", "C", "Si", "C", "C", "N", "C", "C", "C", "C", "C", "C", "F", "H", "H", "H", "H", "H", "H", "H", "H", "H", "H", "H", "H", "H", "N", "P", "C", "C", "C", "C", "C", "C", "C", "C", "C", "C", "C", "C", "C", "C", "C", "C", "C", "N", "H", "H", "H", "H", "H", "H", "H", "H", "H", "H", "H", "H", "H", "H", "H", "C", "C", "O", "C", "F", "F", "F", "C", "F", "F", "F", "H", "H", "H"], "coordinates": [[-2.68357, -18.93167, -1.38493], [-6.69618, -19.99743, 1.01644], [-4.92213, -20.56391, 0.48044], [-4.80225, -22.49376, 0.47801], [-3.88757, -19.75628, 1.71949], [-4.56245, -19.99408, -1.15207], [-5.12792, -20.55243, -2.23457], [-6.52859, -20.92648, -2.32907], [-7.04655, -21.60041, -3.43238], [-6.22786, -21.99988, -4.51654], [-4.89832, -21.61345, -4.46331], [-4.40402, -20.81673, -3.46000], [-3.12369, -20.37030, -3.57789], [-6.74219, -20.07664, 2.13634], [-7.59322, -20.52723, 0.66135], [-6.99544, -18.92681, 0.75774], [-4.26454, -22.88285, 1.37555], [-4.19869, -22.73902, -0.41848], [-5.80231, -22.95717, 0.46021], [-4.17308, -18.70318, 1.94148], [-2.82538, -19.74377, 1.42125], [-4.18116, -20.29041, 2.61142], [-7.16140, -20.78016, -1.50425], [-8.06625, -21.84648, -3.34538], [-6.58694, -22.74176, -5.30235], [-4.23042, -21.82040, -5.33936], [-2.95370, -15.09154, -1.20919], [-2.47305, -16.52438, -2.13236], [-3.07159, -16.18512, -3.77745], [-3.91156, -17.02651, -4.51293], [-4.36821, -16.59939, -5.77832], [-3.97040, -15.34274, -6.26995], [-3.15249, -14.50975, -5.49024], [-2.64826, -14.96880, -4.29386], [-0.71624, -16.20912, -2.29399], [-0.03452, -16.38625, -3.51579], [1.35999, -16.36269, -3.50499], [2.04377, -16.34100, -2.28361], [1.40077, -16.13225, -1.08122], [0.01985, -16.11249, -1.10183], [-4.25873, -14.90608, -0.86479], [-4.63584, -13.92763, 0.08226], [-6.00148, -13.67396, 0.27791], [-6.93664, -14.52549, -0.27812], [-6.45454, -15.54889, -1.10804], [-5.15025, -15.71990, -1.43437], [-2.25789, -14.36828, -0.93981], [-4.24374, -17.98792, -4.13800], [-4.95209, -17.26432, -6.42259], [-4.40219, -14.92291, -7.15518], [-2.87696, -13.50237, -5.81508], [-1.83221, -14.38680, -3.90508], [-0.65466, -16.50308, -4.45166], [1.89725, -16.44499, -4.45566], [3.13067, -16.60528, -2.24183], [1.97495, -16.00917, -0.13550], [-0.45696, -16.20280, -0.12558], [-3.90754, -13.24759, 0.53893], [-6.34558, -12.73294, 0.72308], [-8.03258, -14.56243, -0.07484], [-7.13207, -16.23334, -1.65403], [0.73229, -21.10586, 0.84546], [-0.18359, -20.96864, -0.37107], [-1.29926, -20.22856, -0.22808], [-0.78363, -22.42864, -0.60460], [0.21006, -23.37104, -0.68645], [-1.62585, -22.79183, 0.37713], [-1.45923, -22.45906, -1.78227], [0.65183, -20.44548, -1.60315], [-0.06713, -19.70522, -2.50055], [1.68321, -19.63483, -1.09866], [1.33361, -21.35806, -2.39235], [0.28741, -21.71715, 1.63804], [1.14526, -20.14880, 1.21373], [1.57592, -21.76749, 0.56150]], "forces_ev_per_a": [[0.14, 0.95, 0.00], [-0.85, 0.74, 0.65], [-1.57, 0.17, -2.64], [0.32, 0.53, 0.54], [0.61, 1.53, 0.27], [-0.30, -0.69, 1.08], [-0.66, -0.18, -0.80], [1.90, -0.48, -1.57], [1.71, 0.00, -0.05], [-1.30, -1.01, 0.17], [0.83, 0.42, -1.66], [-0.96, -0.16, 1.08], [0.15, -0.07, 0.01], [-0.03, 0.15, -0.71], [0.45, -0.41, -0.03], [0.97, -1.04, 0.32], [-0.32, 0.28, -0.60], [-0.48, -0.11, 0.45], [0.40, 0.09, -0.23], [-0.04, -0.53, -0.46], [-0.23, -0.49, 0.59], [0.69, -0.37, 0.67], [-0.62, 0.44, 0.98], [-1.18, -0.51, -0.33], [0.42, 1.35, 1.04], [-0.52, 0.07, 1.00], [1.56, -0.07, -0.43], [-0.64, -0.93, 1.33], [0.04, 0.13, -0.43], [-0.27, 0.63, -0.60], [0.87, 0.26, -0.09], [-0.41, 0.07, 1.36], [-0.24, -0.18, -0.70], [-0.28, 0.21, -1.15], [0.93, -0.40, 0.10], [-0.66, 0.72, -0.13], [-0.20, -0.62, -0.06], [1.66, -0.19, -0.51], [0.20, 0.05, 0.19], [-0.27, -0.14, 0.44], [-0.66, 0.02, 1.05], [-0.77, 0.98, -0.33], [0.65, 0.45, -0.21], [-0.87, -1.70, -0.65], [0.68, -0.10, -0.52], [-0.92, 0.44, 0.29], [-0.85, -1.00, -0.37], [0.13, 0.04, 0.23], [0.04, 0.25, 0.45], [-0.06, -0.15, -0.60], [-0.08, -0.41, -0.17], [-0.12, 0.12, 0.88], [1.12, 0.14, 1.07], [-0.09, -0.17, 0.47], [-0.94, 0.71, -0.32], [-0.59, -0.43, -0.82], [-0.35, 0.41, -0.27], [-0.14, -0.38, -0.29], [0.33, -0.59, 0.45], [1.07, 0.66, -0.17], [0.33, 0.38, 0.64], [1.29, -0.63, 0.09], [-2.10, -0.75, -0.03], [0.89, 0.58, 0.65], [1.01, 0.85, -1.14], [-0.63, -0.15, 0.10], [0.55, 0.04, -0.48], [0.21, -0.31, 0.70], [1.41, 0.37, -0.88], [0.79, -0.63, 1.20], [-1.33, -0.41, -0.85], [-0.82, 0.44, 1.00], [-0.50, 0.65, -0.03], [-0.51, -0.51, -0.17], [-0.01, 0.59, -0.05]], "mulliken_charge": [0.39, -1.31, 0.29, -1.05, -0.87, 0.70, 0.22, -0.48, -0.58, -0.48, -0.54, 0.00, -0.32, 0.31, 0.41, 0.29, 0.33, 0.20, 0.34, 0.23, -0.04, 0.39, 0.39, 0.42, 0.23, 0.30, -0.08, 0.91, 0.26, -0.21, -0.51, -0.55, -0.73, -0.39, 0.39, -0.15, -0.83, -0.16, -0.83, -0.31, 0.53, -0.73, -0.32, -0.56, -0.29, -0.17, 0.26, 0.19, 0.42, 0.38, 0.37, 0.38, 0.28, 0.32, 0.28, 0.33, 0.33, 0.34, 0.34, 0.32, 0.40, -1.90, 1.01, -0.72, 0.55, -0.33, -0.25, -0.30, 0.63, -0.22, -0.32, -0.34, 0.43, 0.32, 0.45], "homo_lumo_gap_ev": 6.04, "total_charge": -1, "homo_energy_ev": -3.6, "lumo_ha": 0.090}



(3)
{"formula": "C17H23BBrClF2O3P", "method": "ωB97M-V/def2-TZVPD", "elements": ["C", "O", "C", "C", "C", "C", "P", "Cl", "Br", "B", "O", "O", "H", "H", "H", "H", "H", "H", "H", "H", "H", "H", "H", "H", "H", "F", "C", "C", "C", "C", "C", "C", "H", "H", "H", "H", "H", "F", "C", "C", "C", "C", "C", "C", "H", "H", "H", "H", "H"], "coordinates": [[6.38767, 1.25948, 3.49701], [5.45705, 0.27771, 3.07681], [4.13466, 0.74328, 3.02204], [3.19491, -0.44139, 3.23709], [1.82240, -0.02570, 3.78146], [0.84800, 0.32383, 2.63393], [-0.26232, 1.67912, 3.03799], [0.77312, 3.35497, 2.79946], [-1.87895, 1.63768, 1.63232], [-1.02734, 1.83289, 4.89900], [-2.22738, 2.40591, 4.99569], [-0.22721, 1.53756, 5.93272], [6.32066, 1.42393, 4.57704], [7.37990, 0.88799, 3.25413], [6.23236, 2.20906, 2.97487], [3.95246, 1.21439, 2.04415], [3.95753, 1.51338, 3.78724], [3.05273, -0.96920, 2.29102], [3.67602, -1.13054, 3.93010], [1.95806, 0.84952, 4.42590], [1.39477, -0.82302, 4.39139], [1.41371, 0.68343, 1.76736], [0.25289, -0.52192, 2.28432], [-2.88841, 2.23903, 4.31553], [0.11141, 0.64892, 6.06042], [0.16720, -0.45236, -0.96545], [-0.06210, 0.27058, -2.09519], [-0.32865, 1.61584, -1.95824], [-0.56401, 2.37022, -3.09872], [-0.53351, 1.76458, -4.34757], [-0.26586, 0.40560, -4.45374], [-0.02354, -0.35868, -3.31954], [-0.33993, 2.04454, -0.96621], [-0.77367, 3.42789, -3.01103], [-0.72108, 2.34965, -5.23723], [-0.24713, -0.06744, -5.42674], [0.19315, -1.41651, -3.38267], [-4.78924, -1.37702, -6.32863], [-4.49135, -2.14098, -5.25977], [-3.32933, -1.87744, -4.56234], [-3.02927, -2.66446, -3.45943], [-3.87778, -3.69504, -3.07800], [-5.03708, -3.93765, -3.80251], [-5.35659, -3.15625, -4.90402], [-2.68190, -1.07220, -4.88145], [-2.12592, -2.46817, -2.89570], [-3.63665, -4.30926, -2.22078], [-5.69966, -4.74225, -3.51207], [-6.25484, -3.32352, -5.48201]], "forces_ev_per_a": [[0.04, 0.02, -0.12], [-0.01, -0.07, 0.02], [-0.03, 0.03, -0.05], [-0.13, 0.03, -0.06], [0.01, 0.18, -0.11], [0.28, 0.09, -0.12], [-0.02, -0.39, 0.12], [0.00, 0.06, 0.02], [-0.14, 0.07, -0.14], [-0.04, -0.03, 0.00], [0.03, -0.36, 0.25], [-0.34, 0.15, 0.02], [-0.04, 0.04, -0.01], [-0.01, -0.01, 0.03], [0.01, -0.01, 0.00], [-0.03, 0.09, 0.05], [0.05, -0.09, 0.09], [0.11, -0.17, 0.09], [0.01, 0.05, 0.03], [0.02, -0.08, 0.08], [-0.05, 0.01, -0.03], [-0.11, 0.00, -0.06], [-0.03, -0.01, 0.10], [0.06, 0.38, -0.21], [0.32, 0.00, -0.05], [0.01, -0.01, 0.02], [-0.03, 0.04, -0.01], [0.03, 0.00, 0.06], [-0.01, -0.05, -0.03], [-0.02, -0.02, 0.01], [-0.01, 0.06, 0.02], [0.02, -0.10, -0.03], [0.00, 0.12, -0.02], [0.01, 0.00, 0.00], [0.00, 0.00, 0.00], [0.03, 0.00, 0.00], [0.01, 0.00, 0.01], [0.00, 0.00, 0.00], [0.00, 0.00, -0.01], [0.02, 0.01, 0.03], [-0.02, -0.01, 0.00], [0.00, 0.01, 0.00], [0.00, 0.00, 0.00], [0.00, 0.00, 0.01], [-0.02, 0.02, 0.01], [0.00, -0.01, -0.01], [0.00, 0.00, -0.01], [0.00, 0.01, 0.00], [0.01, 0.00, -0.01]], "mulliken_charge": [-0.74, -0.36, -0.45, -0.93, -0.68, -0.59, 0.64, -0.14, -0.12, 0.58, -0.39, -0.42, 0.30, 0.26, 0.32, 0.28, 0.40, 0.33, 0.34, 0.53, 0.35, 0.38, 0.49, 0.31, 0.34, -0.31, 0.59, -0.26, -0.50, -0.61, -0.48, -0.56, 0.35, 0.38, 0.41, 0.44, 0.53, -0.31, 0.46, -0.39, 0.04, -0.73, -0.26, -0.60, 0.34, 0.28, 0.38, 0.36, 0.43], "homo_lumo_gap_ev": 6.60, "total_charge": 1, "homo_energy_ev": -10.9, "lumo_ha": -0.157}